{"formula": "C36H55ClHfO2P4", "method": "ωB97M-V/def2-TZVPD", "homo_lumo_gap_ev": 3.60, "homo_ev": -11.104, "e_tot_ha": -3428.3544, "total_charge": 2, "elements": ["Hf", "Cl", "P", "P", "P", "P", "O", "O", "C", "C", "C", "C", "C", "C", "C", "C", "C", "C", "C", "C", "C", "C", "C", "C", "C", "C", "C", "C", "C", "C", "C", "C", "C", "C", "C", "C", "C", "C", "C", "C", "C", "C", "C", "C", "H", "H", "H", "H", "H", "H", "H", "H", "H", "H", "H", "H", "H", "H", "H", "H", "H", "H", "H", "H", "H", "H", "H", "H", "H", "H", "H", "H", "H", "H", "H", "H", "H", "H", "H", "H", "H", "H", "H", "H", "H", "H", "H", "H", "H", "H", "H", "H", "H", "H", "H", "H", "H", "H", "H"], "positions_angstrom": [[-0.5308, 0.4875, 2.2415], [0.1509, -1.2734, 3.7384], [-2.6618, -1.0567, 1.6996], [1.9945, -2.9741, -3.2182], [-2.0245, 2.9326, -1.9090], [1.7048, 2.0882, 2.1618], [-1.1377, 1.6689, 3.7228], [0.5723, 1.3263, -1.9258], [0.4542, -2.1588, -3.5340], [4.5628, -2.3365, -3.8144], [-1.3484, 1.8545, -0.6092], [1.7289, -6.6779, -1.8305], [0.3946, -1.3490, -4.6975], [-2.3770, -2.7307, 1.0340], [-0.7397, -2.5915, -2.9125], [-4.0322, -0.4485, 0.6672], [-0.8308, -1.1312, -5.3157], [-1.2414, 3.6199, 5.1444], [2.5876, -4.1960, -0.7995], [0.0860, -0.0203, 0.0271], [3.4154, -1.9307, -3.0847], [2.4150, 2.1024, 3.8403], [0.9036, -0.3824, 0.9169], [-2.7366, 1.8670, -3.1602], [3.1549, 1.7693, 1.1045], [-3.4621, -1.4088, 3.3050], [5.6241, -1.4542, -3.9634], [-1.9600, -2.3459, -3.5404], [-0.6690, 1.4010, 6.0886], [-1.9997, -1.6615, -4.7599], [-2.9676, 1.8678, 5.3233], [2.5171, -6.6153, -0.6715], [-0.7270, 3.9300, -2.6324], [1.3291, 3.8287, 1.7756], [1.3979, -5.5106, -2.5032], [2.8901, -5.3786, -0.1324], [3.4018, -0.6957, -2.4016], [4.4681, 0.1823, -2.5812], [-1.5107, 2.0389, 0.7125], [-0.4724, 0.7049, -1.1251], [5.5643, -0.1814, -3.3748], [-1.4933, 2.1241, 5.0298], [1.9168, -4.2730, -2.0374], [-3.2745, 3.9789, -1.1858], [1.3215, -0.9514, -5.1156], [-3.2673, 2.5111, -3.8726], [0.4042, 1.5324, 5.9164], [-4.1383, 3.3840, -0.8625], [-4.9264, -1.0760, 0.7873], [-2.8790, -2.7115, -3.0810], [-2.8670, 4.5348, -0.3324], [0.4537, 4.1532, 2.3538], [-1.9524, 1.3089, -3.6865], [3.3136, 0.6891, 1.0100], [2.5779, -0.4634, -1.7209], [-3.1960, 0.7961, 5.3674], [2.9810, 2.1805, 0.1007], [-3.5946, 4.6857, -1.9627], [-3.7213, -0.4499, -0.3864], [-3.4460, 1.1631, -2.7048], [1.8348, -0.9131, 1.0636], [-2.4846, -2.7302, -0.0589], [-0.6853, -3.1482, -1.9766], [4.5790, -3.3319, -4.2664], [-2.0978, 2.9064, 1.0621], [1.3965, -7.6432, -2.2138], [-3.6140, 2.3354, 4.5730], [4.4418, 1.1593, -2.0943], [-0.8868, 0.3274, 6.0895], [-0.1900, 3.8732, 4.9677], [-3.1003, -3.4293, 1.4767], [2.1952, 4.4668, 2.0037], [-0.8750, -0.5607, -6.2448], [-2.9536, -1.5375, -5.2795], [1.0845, 3.9048, 0.7064], [0.7847, -5.5229, -3.4056], [-1.5013, 3.9627, 6.1570], [2.8826, -3.2222, -0.4092], [-4.1537, -0.6001, 3.5729], [-1.8632, 4.1767, 4.4356], [-4.0051, -2.3607, 3.2431], [-1.0729, 0.0013, -1.7314], [-1.3594, -3.0475, 1.2942], [6.4986, -1.7417, -4.5481], [3.4265, 2.5276, 3.7976], [-1.1995, 4.6510, -3.3125], [1.7869, 2.6860, 4.5259], [-4.2630, 0.5852, 0.9548], [1.1605, 0.6492, -2.3019], [-0.0331, 3.2822, -3.1805], [-3.2293, 2.2974, 6.3017], [3.4310, -5.3356, 0.8129], [-0.8973, 1.7925, 7.0910], [4.0497, 2.2314, 1.5435], [2.8345, -7.5379, -0.1840], [6.3791, 0.5237, -3.5321], [-0.1806, 4.4621, -1.8428], [-2.6862, -1.4850, 4.0778], [2.4648, 1.0686, 4.2082]], "forces_ev_per_angstrom": [[-3.2, 3.9, 6.5], [0.1, -0.2, -0.4], [-1.1, -0.8, 0.1], [0.1, -1.0, -1.8], [0.5, -0.8, 0.6], [0.3, 0.8, 0.6], [0.1, -1.1, -1.0], [-0.6, -0.8, 0.9], [-0.6, 0.6, 0.2], [-0.6, 0.4, 0.3], [0.1, 0.1, -0.1], [0.0, 0.1, 0.3], [-0.4, -0.1, 0.4], [0.4, -0.1, -0.1], [0.4, 0.4, -0.4], [0.0, 0.3, -0.1], [0.1, 0.2, 0.2], [0.0, 0.4, 0.0], [-0.4, -0.5, -0.7], [3.6, -1.5, 1.0], [0.7, 0.7, 0.7], [0.1, 0.0, 0.1], [0.0, -0.9, -6.3], [-0.2, 0.2, -0.2], [-0.1, -0.2, -0.2], [0.1, 0.1, 0.2], [0.1, 0.3, 0.3], [0.0, 0.2, -0.1], [0.3, -0.3, 0.1], [-0.4, 0.0, 0.2], [-0.4, -0.2, -0.1], [-0.1, 0.2, 0.0], [0.0, 0.2, -0.2], [-0.2, 0.1, 0.0], [0.5, 0.4, 0.5], [0.0, -0.3, 0.2], [0.6, -0.5, -0.7], [0.2, 0.1, 0.0], [0.4, -0.4, -0.6], [-0.7, 1.1, -1.0], [-0.3, -0.2, 0.0], [0.0, 0.4, 0.7], [-0.3, -0.6, 1.2], [-0.2, 0.2, -0.1], [-0.3, -0.2, -0.1], [0.1, -0.3, 0.0], [-0.1, 0.0, 0.0], [0.2, 0.1, -0.1], [0.3, 0.2, 0.0], [0.1, 0.0, -0.2], [-0.1, -0.1, -0.2], [0.3, 0.0, -0.1], [-0.1, 0.1, 0.1], [0.2, 0.2, 0.0], [0.2, 0.0, -0.2], [0.1, 0.2, -0.1], [0.0, -0.1, 0.2], [0.0, -0.1, 0.2], [-0.1, 0.0, 0.2], [0.2, 0.2, -0.1], [-0.3, 0.0, 0.6], [0.1, 0.0, 0.3], [0.0, 0.0, -0.3], [-0.1, 0.4, 0.0], [0.2, -0.5, -0.1], [0.1, 0.3, 0.1], [0.1, 0.0, 0.0], [0.1, -0.2, -0.1], [0.1, 0.1, 0.0], [-0.1, -0.1, 0.0], [0.2, 0.2, -0.2], [-0.3, -0.1, -0.1], [0.0, -0.2, 0.2], [0.3, 0.0, 0.2], [0.1, 0.0, 0.3], [0.4, -0.1, 0.1], [0.1, -0.1, -0.3], [0.2, -0.3, -0.1], [0.2, -0.2, -0.1], [0.1, 0.0, 0.0], [0.1, 0.3, 0.0], [0.4, 0.1, 0.0], [-0.2, -0.1, -0.1], [-0.2, 0.1, 0.2], [-0.3, -0.1, 0.2], [0.2, -0.1, 0.1], [0.2, -0.2, -0.2], [-0.1, -0.2, -0.1], [-0.2, 0.0, -0.1], [-0.2, 0.2, 0.2], [0.1, -0.1, -0.3], [-0.1, -0.1, -0.2], [0.0, -0.1, -0.4], [-0.3, -0.1, -0.2], [-0.2, 0.3, -0.1], [-0.2, -0.2, 0.1], [-0.2, -0.1, -0.2], [-0.3, 0.0, -0.1], [0.1, 0.3, 0.0]], "lowdin_charge": [1.004, 0.106, 0.738, 1.077, 0.883, 0.787, -0.378, -0.025, -0.398, -0.074, -0.385, -0.071, -0.103, -0.234, -0.124, -0.253, -0.090, -0.038, -0.098, -0.112, -0.391, -0.237, -0.189, -0.153, -0.235, -0.256, -0.060, -0.102, -0.042, -0.101, -0.035, -0.067, -0.157, -0.237, -0.096, -0.084, -0.114, -0.087, -0.115, -0.352, -0.062, -0.694, -0.409, -0.166, 0.113, 0.080, 0.069, 0.078, 0.070, 0.103, 0.071, 0.043, 0.061, 0.035, 0.070, 0.073, 0.052, 0.079, 0.033, 0.072, 0.103, 0.038, 0.095, 0.113, 0.049, 0.114, 0.089, 0.098, 0.069, 0.071, 0.062, 0.069, 0.113, 0.109, 0.036, 0.110, 0.101, 0.091, 0.052, 0.089, 0.060, 0.137, 0.044, 0.117, 0.060, 0.078, 0.036, 0.044, 0.073, 0.064, 0.103, 0.107, 0.105, 0.067, 0.112, 0.112, 0.073, 0.016, 0.047]}



{"formula": "C36H55ClO10", "method": "ωB97M-V/def2-TZVPD", "homo_lumo_gap_ev": 8.13, "homo_ev": -9.026, "smiles": "CCCCCCCCCc1c(COO)c(Cl)cc2c1C(=O)c1ccccc1C2=O.COCCOCCOC.COCCOCCOC", "e_tot_ha": -2617.1346, "total_charge": 0, "elements": ["Cl", "O", "O", "O", "O", "O", "O", "O", "O", "O", "O", "C", "C", "C", "C", "C", "C", "C", "C", "C", "C", "C", "C", "C", "C", "C", "C", "C", "C", "C", "C", "C", "C", "C", "C", "C", "C", "C", "C", "C", "C", "C", "C", "C", "C", "C", "C", "H", "H", "H", "H", "H", "H", "H", "H", "H", "H", "H", "H", "H", "H", "H", "H", "H", "H", "H", "H", "H", "H", "H", "H", "H", "H", "H", "H", "H", "H", "H", "H", "H", "H", "H", "H", "H", "H", "H", "H", "H", "H", "H", "H", "H", "H", "H", "H", "H", "H", "H", "H", "H", "H", "H"], "positions_angstrom": [[4.7578, -5.0186, 0.9662], [-0.2060, 5.8183, 6.7955], [-1.8860, -3.1386, -5.9789], [-3.3741, 5.8636, 5.4057], [-2.3489, -3.0217, -9.5975], [2.3155, -4.0258, 3.8335], [3.4404, -3.1748, 3.5962], [2.3413, -3.0578, -3.4533], [-0.3543, -1.3986, -7.9537], [-0.8941, 4.7558, 4.0161], [-1.5910, -3.2388, -0.5928], [1.8812, -3.3101, -1.1295], [4.5538, 1.8163, 1.6000], [3.2043, -4.3818, 0.5260], [0.7902, 0.6544, 3.5586], [-1.6829, -1.7381, -5.9079], [0.4758, 6.0778, 5.5825], [0.1545, 0.6868, -3.2043], [-3.1570, -2.4371, -10.5912], [0.8945, -3.8809, 1.0216], [2.1318, -4.4094, 1.4240], [-0.1944, -2.6783, -8.5380], [0.8213, -1.5005, -2.4956], [-0.4952, -2.7766, -0.8131], [-1.8349, 4.0802, 4.8308], [1.7470, -2.6645, -2.4733], [-1.2163, -0.5220, -1.6354], [0.7512, 1.6938, 2.4380], [-0.7357, -2.3511, 2.2285], [-3.2452, 4.6166, 4.7499], [1.0474, -0.3719, -3.2715], [0.5376, 5.0651, 7.7248], [-0.1798, -1.7486, 3.5107], [-0.3057, -1.5670, -1.6719], [-1.1611, -3.8575, -5.0033], [-0.4570, 6.0487, 4.3945], [-0.9578, -2.8832, -9.8255], [3.0971, -3.8458, -0.7441], [-4.2370, 6.7703, 4.7593], [0.7800, -3.3506, -0.2719], [-0.9732, 0.6142, -2.3964], [-0.2898, -3.8017, 1.9578], [2.1033, 2.3640, 2.2062], [-0.4675, -0.2326, 3.6007], [-1.5635, -1.1101, -7.2773], [3.0685, 1.4910, 1.3933], [2.2953, -5.0001, 2.8020], [3.0180, -2.3854, 3.2276], [0.3299, 1.5804, -3.7886], [5.1617, 0.9116, 1.6001], [-2.4378, -1.3429, -7.8895], [1.3385, 5.6591, 8.1795], [-0.1230, -3.5099, -4.9547], [-4.0071, 6.8482, 3.6908], [2.8030, 1.5724, 0.3374], [-1.1669, -4.9091, -5.2850], [0.9296, 7.0769, 5.6320], [-2.5344, -1.2714, -5.3932], [0.8970, 1.1917, 4.5051], [1.6901, 0.0441, 3.4527], [2.5618, 2.6300, 3.1622], [4.9419, 2.4552, 0.8069], [-3.5366, 4.7022, 3.6969], [1.9198, -0.3138, -3.9090], [3.1781, -5.6338, 2.8578], [-0.5993, -2.2627, 4.3765], [-1.0665, -0.0150, 4.4851], [-3.1446, -3.0207, -11.5191], [-1.6191, -3.7550, -4.0115], [-0.0500, -4.2727, 2.9073], [-1.5012, 4.0185, 5.8690], [-1.6669, 1.4426, -2.3498], [0.0040, 2.4560, 2.6726], [4.7060, 2.3241, 2.5524], [-1.2956, 6.7330, 4.5402], [-1.0915, 0.0437, 2.7449], [0.8674, -2.7336, -8.7900], [0.4364, 1.2143, 1.5034], [-0.1481, 4.7451, 8.5077], [1.4306, -5.6199, 3.0403], [0.9768, 4.1757, 7.2586], [0.9007, -1.8990, 3.5279], [-4.0885, 7.7453, 5.2204], [0.1180, 6.4035, 3.5356], [-1.5413, -0.0275, -7.1257], [-1.1149, -4.3539, 1.5116], [-1.8256, -2.2879, 2.2265], [-0.5796, -3.7982, -10.3014], [-0.7607, -2.0417, -10.4994], [-1.8629, 3.0631, 4.4294], [-0.4116, -3.4780, -7.8269], [1.2779, 5.3468, 5.4275], [-0.7766, -1.5102, -5.3349], [-0.4033, -1.7092, 1.4070], [-2.0903, -0.6074, -1.0038], [-2.8398, -1.4119, -10.8130], [3.9460, -3.8369, -1.4126], [-4.1762, -2.4108, -10.2087], [2.8962, 0.4432, 1.6600], [-5.2879, 6.4819, 4.8754], [1.9489, 3.3005, 1.6631], [-3.9120, 3.8870, 5.2294]], "forces_ev_per_angstrom": [[0.0, 0.0, 0.0], [-0.1, -0.2, -0.1], [0.2, 0.0, -0.1], [0.2, 0.1, -0.1], [0.0, 0.2, 0.2], [0.0, 0.1, 0.0], [0.0, -0.1, 0.0], [0.1, 0.2, 0.3], [0.1, 0.1, 0.0], [0.0, -0.1, -0.1], [0.0, 0.1, 0.1], [0.0, -0.2, 0.0], [-0.1, 0.0, -0.2], [0.0, 0.0, 0.0], [-0.2, 0.3, 0.0], [-0.1, 0.0, 0.1], [0.1, 0.1, 0.1], [-0.1, 0.1, 0.0], [0.0, -0.1, 0.0], [0.1, 0.0, -0.1], [0.0, 0.0, -0.1], [0.1, -0.1, 0.0], [-0.2, 0.2, 0.2], [0.0, 0.0, 0.0], [0.0, -0.1, 0.1], [0.1, -0.1, -0.3], [0.0, 0.0, -0.1], [0.1, 0.0, 0.0], [0.0, 0.1, -0.1], [-0.2, 0.0, 0.1], [0.0, -0.1, -0.1], [0.0, 0.1, 0.0], [-0.1, 0.3, 0.0], [0.1, 0.0, 0.0], [-0.1, 0.1, 0.1], [0.0, 0.1, -0.1], [-0.1, -0.1, -0.1], [-0.1, 0.0, 0.0], [-0.1, 0.0, 0.1], [0.1, 0.1, 0.0], [-0.1, -0.1, 0.1], [-0.1, 0.0, 0.0], [0.1, 0.1, -0.3], [0.1, -0.2, -0.2], [-0.1, 0.1, 0.0], [0.0, -0.2, 0.2], [0.0, -0.2, -0.1], [0.0, 0.0, 0.0], [0.0, 0.0, 0.0], [0.0, 0.0, 0.0], [0.0, -0.1, 0.0], [0.0, 0.0, 0.0], [0.0, -0.1, 0.0], [0.0, 0.0, 0.0], [0.0, -0.1, 0.0], [-0.1, 0.0, 0.0], [0.1, 0.0, 0.0], [0.0, 0.0, 0.1], [0.1, 0.0, 0.0], [0.0, -0.1, 0.0], [0.0, 0.0, 0.1], [0.0, 0.1, 0.1], [0.0, 0.0, 0.0], [0.0, -0.1, 0.0], [0.1, 0.1, 0.0], [0.1, -0.1, 0.0], [0.1, 0.0, 0.1], [0.0, 0.0, 0.0], [0.0, 0.0, 0.0], [-0.1, 0.0, 0.0], [0.0, 0.1, 0.0], [0.0, 0.0, 0.0], [-0.1, 0.0, 0.0], [0.1, 0.0, 0.0], [0.0, -0.1, 0.1], [-0.1, 0.0, 0.0], [0.0, 0.0, 0.0], [0.0, 0.0, 0.0], [0.0, 0.0, 0.0], [0.0, 0.0, 0.1], [0.0, 0.0, 0.0], [0.0, -0.1, 0.1], [0.0, 0.0, 0.0], [0.0, 0.0, 0.0], [0.0, 0.0, 0.0], [0.0, 0.0, 0.0], [0.0, 0.0, 0.1], [0.0, 0.0, -0.1], [0.0, 0.0, 0.0], [0.0, 0.0, 0.0], [-0.1, 0.0, 0.0], [0.0, 0.0, 0.0], [0.0, 0.0, 0.0], [-0.1, 0.0, 0.0], [0.0, 0.0, 0.0], [0.0, 0.0, 0.0], [0.0, 0.0, 0.0], [0.0, 0.0, 0.0], [0.0, 0.0, 0.0], [0.0, 0.0, 0.0], [0.0, 0.1, 0.1], [0.0, 0.0, -0.1]], "lowdin_charge": [0.738, -0.194, -0.185, -0.193, -0.194, -0.136, -0.014, 0.129, -0.120, -0.132, 0.130, -0.070, -0.103, -0.560, -0.198, -0.200, -0.203, -0.063, -0.116, -0.073, -0.147, -0.185, -0.097, -0.293, -0.184, -0.285, 0.002, -0.217, -0.179, -0.203, -0.005, -0.113, -0.184, -0.092, -0.098, -0.182, -0.205, -0.026, -0.114, -0.029, -0.056, -0.109, -0.223, -0.185, -0.184, -0.261, -0.178, 0.082, 0.109, 0.064, 0.121, 0.088, 0.080, 0.087, 0.103, 0.090, 0.128, 0.129, 0.111, 0.090, 0.106, 0.066, 0.125, 0.126, 0.094, 0.118, 0.104, 0.087, 0.088, 0.101, 0.122, 0.108, 0.098, 0.065, 0.121, 0.099, 0.129, 0.109, 0.088, 0.133, 0.085, 0.083, 0.088, 0.129, 0.127, 0.120, 0.124, 0.127, 0.124, 0.120, 0.121, 0.123, 0.110, 0.103, 0.124, 0.087, 0.122, 0.087, 0.087, 0.088, 0.111, 0.128]}